(1)
Entry from the OMol25 dataset: a single C6H10O molecule (ωB97M-V/def2-TZVPD).

CARTESIAN COORDINATES (ANGSTROEM)
O  1.607  -1.326  1.689
C  2.006  -1.091  0.572
C  1.628  0.125  -0.236
C  0.412  0.859  0.330
C  -0.737  0.677  -0.634
C  -1.347  -0.697  -0.848
C  -2.131  0.441  -0.180
H  2.691  -1.797  0.061
H  2.521  0.757  -0.334
H  1.402  -0.227  -1.252
H  0.625  1.921  0.501
H  0.164  0.433  1.310
H  -0.642  1.281  -1.537
H  -1.603  -1.013  -1.862
H  -1.068  -1.560  -0.235
H  -2.933  0.949  -0.711
H  -2.289  0.389  0.897

Properties
Multiplicity: 1
E_HOMO in eV: -9.84
Energy relative to the best compared isomer or geometry (same formula, charge and spin) in eV: 0.869
Total charge: 0
Gap between HOMO and LUMO in eV: 10.9
SMILES: O=CCCC1CC1

These are the Löwdin partial charges, in e, on atoms 1 to 6: O 0.042; C -0.261; C -0.162; C -0.172; C -0.337; C -0.105

=====

(2)
Entry from the OMol25 dataset: a molecular structure, C6H10O (ωB97M-V/def2-TZVPD).

CARTESIAN COORDINATES (ANGSTROEM)
C  -1.420  -0.862  -1.099
C  -0.773  -0.462  0.211
C  0.580  -1.080  0.648
C  1.004  0.312  1.183
O  1.983  0.949  0.360
C  0.944  1.417  -0.524
C  -0.176  0.943  0.424
H  -2.346  -0.296  -1.263
H  -1.674  -1.929  -1.091
H  -0.752  -0.680  -1.949
H  -1.487  -0.621  1.028
H  0.533  -1.922  1.344
H  1.221  -1.356  -0.196
H  1.175  0.436  2.255
H  0.984  0.923  -1.506
H  1.017  2.501  -0.663
H  -0.814  1.728  0.837

Properties
Multiplicity: 1
E_HOMO in eV: -9.44
Energy relative to the best compared isomer or geometry (same formula, charge and spin) in eV: 1.509
Total charge: 0
Gap between HOMO and LUMO in eV: 10.5

These are the Löwdin partial charges, in e, on atoms 1 to 6: C -0.066; C -0.328; C -0.071; C -0.267; O -0.084; C -0.127

=====

> Number 1 is which compound?

C6H10O